8
Properties=species:S:1:pos:R:3 method="wB97M-V/def2-TZVPD" charge=-1 homo_lumo_gap_ev=7.218 fmax_ha_per_bohr=0.0835 spin_multiplicity=1 smiles="[O-][C@@H](S)N=C=S"
O 0.133 -1.960 0.099
C 0.309 -0.812 -0.268
S -1.054 -0.371 -1.739
N 0.192 0.354 0.601
C 0.452 1.367 1.101
S 0.594 2.680 1.919
H 1.388 -0.588 -0.821
H -2.013 -0.669 -0.893